(1)
The following is a quantum chemistry calculation of a structure of composition C46H54GaGeIN2O2PSSi3, from the Open Molecules 2025 dataset.

Orbital gap (spin up / spin down)   6.57 / 4.05 eV
ΔE to the lowest compared entry with this formula, charge and spin   0.0 kcal per mole
HOMO level (spin up / spin down)   -12.5 / -12.5 eV

Structure (ORCA input):
```
! wB97M-V def2-TZVPD RIJCOSX def2/J DEFGRID3
* xyz 2 2
Ga 1.238 0.846 0.979
I -4.097 0.668 -2.069
C -5.733 -0.221 -1.101
C -6.765 0.559 -0.566
C -8.022 -0.045 -0.431
C -8.251 -1.370 -0.559
C -7.170 -2.229 -0.921
C -7.332 -3.628 -1.106
C -6.261 -4.449 -1.333
C -4.974 -3.901 -1.425
C -4.731 -2.587 -1.178
P -2.957 -2.122 -0.882
C -2.052 -2.268 -2.514
C -0.922 -1.543 -2.655
C -0.113 -1.575 -3.802
C -0.525 -2.423 -4.816
C -1.636 -3.278 -4.661
C -2.458 -3.131 -3.562
C -2.455 -3.593 0.124
C -3.130 -4.111 1.234
C -2.484 -4.925 2.182
C -1.164 -5.314 1.995
C -0.513 -4.820 0.837
C -1.112 -3.930 -0.020
C -5.869 -1.664 -1.059
H -6.592 1.640 -0.372
H -8.874 0.589 -0.201
H -9.208 -1.856 -0.461
H -8.346 -4.084 -1.199
H -6.459 -5.525 -1.418
H -4.168 -4.587 -1.734
H -0.603 -0.930 -1.784
H 0.903 -1.093 -3.818
H -0.007 -2.415 -5.768
H -1.772 -3.986 -5.465
H -3.327 -3.738 -3.461
H -4.210 -3.783 1.376
H -3.075 -5.342 2.980
H -0.783 -6.022 2.707
H 0.543 -5.098 0.619
H -0.494 -3.361 -0.802
O 4.960 0.158 -0.479
S 3.659 -0.414 -0.651
O 2.794 0.166 -1.686
N 2.857 -0.347 0.818
C 3.292 -0.970 1.924
C 4.601 -1.504 2.146
C 4.913 -2.059 3.371
C 4.015 -2.038 4.416
C 2.722 -1.406 4.297
C 1.736 -1.264 5.285
C 0.493 -0.697 4.970
C 0.267 -0.158 3.691
N 1.250 -0.185 2.780
C 2.397 -0.917 3.062
C 3.721 -2.205 -1.041
C 4.773 -2.704 -1.828
C 4.768 -3.995 -2.357
C 3.698 -4.829 -2.061
C 2.715 -4.347 -1.161
C 2.717 -3.085 -0.622
H 5.412 -1.382 1.414
H 5.806 -2.649 3.459
H 4.276 -2.530 5.335
H 1.999 -1.422 6.338
H -0.297 -0.568 5.667
H -0.742 0.283 3.477
H 5.586 -2.004 -2.141
H 5.560 -4.337 -2.953
H 3.543 -5.831 -2.580
H 1.979 -5.066 -0.775
H 1.767 -2.818 -0.122
C 2.729 5.963 1.896
Si 2.475 4.104 2.007
C 4.023 3.156 2.379
C 1.175 3.697 3.369
Ge 1.328 3.322 0.155
Si 2.245 4.143 -1.886
C 4.073 3.779 -1.883
C 2.228 6.033 -1.998
C 1.372 3.302 -3.303
Si -0.973 4.092 0.104
C -1.049 5.670 1.007
C -1.755 4.324 -1.608
C -1.943 2.692 0.970
H 3.687 6.239 1.336
H 2.843 6.317 2.971
H 1.938 6.584 1.438
H 4.611 3.728 3.138
H 4.689 2.892 1.499
H 3.855 2.253 2.940
H 1.465 2.864 4.024
H 0.130 3.632 3.017
H 1.124 4.620 4.008
H 4.518 4.396 -1.121
H 4.583 4.009 -2.847
H 4.267 2.751 -1.660
H 3.177 6.474 -1.744
H 1.548 6.390 -1.231
H 1.883 6.421 -2.970
H 2.128 2.548 -3.591
H 1.374 4.036 -4.162
H 0.307 2.876 -3.168
H -0.754 6.479 0.308
H -0.496 5.734 1.907
H -2.094 5.767 1.214
H -1.152 5.049 -2.157
H -2.811 4.668 -1.483
H -1.740 3.399 -2.171
H -1.471 2.499 2.015
H -1.856 1.773 0.362
H -2.958 3.092 1.034
*
```

Atomic partial charges in e from the Löwdin method, atoms 1 to 6: number 1, Ga, carries 0.711; number 2, I, carries 1.099; number 3, C, carries -0.615; number 4, C, carries -0.110; number 5, C, carries -0.072; number 6, C, carries -0.001

(2)
The following is a quantum chemistry calculation of a structure of composition C16H28AuIN4O2, from the Open Molecules 2025 dataset.

Orbital gap (spin up / spin down)   2.01 / 5.27 eV
HOMO level (spin up / spin down)   2.4 / -0.9 eV

Structure (ORCA input):
```
! wB97M-V def2-TZVPD RIJCOSX def2/J DEFGRID3
* xyz -2 3
C 1.882 1.345 -3.238
I 1.477 3.088 -4.075
H 2.580 0.606 -3.739
H 2.330 1.812 -2.350
H 0.822 1.054 -3.270
C -3.596 0.306 -1.567
C -3.147 -0.527 -2.492
N -1.863 -0.903 -2.128
C -1.500 -0.254 -0.994
N -2.588 0.471 -0.630
H -4.559 0.807 -1.459
H -3.621 -0.937 -3.384
C 2.829 3.167 1.365
C 1.836 1.300 0.587
N 1.650 2.613 0.876
H 4.785 2.225 1.657
N 3.132 1.055 0.904
H 2.877 4.216 1.646
Au 0.443 0.051 -0.240
C 1.803 -0.347 -1.725
O 2.542 -1.232 -2.034
C 3.738 2.218 1.368
C 3.822 -0.214 0.775
H 4.692 -0.183 1.443
H 4.181 -0.381 -0.253
H 3.173 -1.052 1.057
C 0.415 3.346 0.685
H 0.645 4.416 0.749
H -0.323 3.104 1.465
H -0.026 3.128 -0.298
C -2.699 1.314 0.546
H -3.206 2.250 0.276
H -1.704 1.552 0.939
H -3.294 0.820 1.329
C -1.051 -1.877 -2.829
H -0.312 -1.394 -3.479
H -1.720 -2.470 -3.461
H -0.537 -2.529 -2.118
C -2.425 -2.863 1.710
C -1.094 -2.118 1.611
C -1.060 -0.979 2.616
C 0.047 -3.084 1.948
O -0.947 -1.680 0.272
H -2.597 -3.212 2.738
H -2.419 -3.733 1.043
H -3.255 -2.209 1.420
H -1.099 -1.390 3.635
H -0.136 -0.401 2.510
H -1.917 -0.311 2.488
H 0.061 -3.919 1.238
H 1.016 -2.573 1.906
H -0.085 -3.492 2.960
*
```

Atomic partial charges in e from the Löwdin method, atoms 1 to 6: number 1, C, carries -0.938; number 2, I, carries -0.162; number 3, H, carries 0.038; number 4, H, carries -0.052; number 5, H, carries -0.060; number 6, C, carries -0.104

(3)
The following is a quantum chemistry calculation of a cluster of 2 separate species, C14H26N2O13P in total, from the Open Molecules 2025 dataset.

Orbital gap   8.76 eV
ΔE to the lowest compared entry with this formula, charge and spin   7.1 kcal per mole
HOMO level   -6.5 eV

Structure (ORCA input):
```
! wB97M-V def2-TZVPD RIJCOSX def2/J DEFGRID3
* xyz -1 1
O -1.333 -5.334 0.943
O -0.491 -1.243 0.344
O 2.317 -5.003 3.514
O 1.928 7.746 -2.543
O -1.825 -0.055 1.585
O -1.532 1.899 -3.205
O 0.415 3.167 -2.965
O -0.272 -0.394 -2.097
O -0.210 3.485 0.660
O -1.493 1.474 -0.452
O -0.084 8.236 -1.262
O -0.065 8.338 -3.844
O 0.025 6.029 -2.719
C -0.699 -4.492 0.320
C -0.893 -0.881 1.476
C 1.249 -4.972 2.906
N 0.459 -6.047 2.860
N 0.320 -3.778 0.804
C -1.065 -4.208 -1.116
C 0.733 -7.325 3.511
C 0.528 5.223 -1.647
C -0.110 1.843 -3.171
C -0.116 -1.307 2.736
C -0.049 3.810 -1.758
C 0.323 0.916 -2.016
C 0.391 2.990 -0.540
C -0.064 1.539 -0.664
C -0.128 -2.819 3.041
C 0.834 -3.669 2.183
P 0.467 7.570 -2.578
H -1.823 1.648 -2.299
H -0.392 -0.759 -1.168
H -1.051 2.989 0.775
H -1.694 0.785 0.260
H 0.394 9.071 -1.298
H 0.382 7.837 -4.535
H -0.392 -5.958 2.312
H 0.558 -2.990 0.213
H -0.203 -4.397 -1.751
H -1.363 -3.164 -1.207
H -1.895 -4.847 -1.409
H 1.017 -7.153 4.551
H 1.555 -7.827 2.998
H -0.157 -7.954 3.477
H 0.244 5.654 -0.680
H 1.622 5.172 -1.685
H 0.266 1.445 -4.119
H -0.543 -0.794 3.601
H 0.920 -0.973 2.649
H -1.141 3.889 -1.764
H 1.411 0.812 -2.055
H 1.483 3.027 -0.461
H 0.451 0.986 0.126
H 0.177 -2.931 4.083
H -1.146 -3.204 2.959
H 1.762 -3.100 2.121
*
```

Atomic partial charges in e from the Löwdin method, atoms 1 to 6: number 1, O, carries 0.011; number 2, O, carries -0.061; number 3, O, carries 0.025; number 4, O, carries -0.269; number 5, O, carries -0.006; number 6, O, carries 0.005

(4)
The following is a quantum chemistry calculation of a cluster of 7 separate species, C34H50F18NO13 in total, from the Open Molecules 2025 dataset.

Orbital gap (spin up / spin down)   9.54 / 9.46 eV
HOMO level (spin up / spin down)   -9.0 / -9.6 eV

Structure (ORCA input):
```
! wB97M-V def2-TZVPD RIJCOSX def2/J DEFGRID3
* xyz 0 2
C -3.995 -2.601 -3.538
C -2.781 -3.596 -3.330
C -3.269 -5.090 -3.223
C -3.321 -5.678 -1.772
C -3.246 -7.261 -1.939
C -4.741 -5.392 -1.175
N -2.184 -5.311 -0.907
O -1.121 -5.863 -1.447
C -1.915 -3.863 -0.822
C -0.482 -3.735 -0.140
C -2.871 -3.096 0.172
C -1.809 -3.113 -2.189
H -4.795 -2.754 -2.792
H -3.551 -1.585 -3.516
H -4.361 -2.749 -4.575
H -2.203 -3.530 -4.280
H -4.308 -5.130 -3.626
H -2.677 -5.754 -3.890
H -2.852 -7.651 -0.979
H -2.615 -7.557 -2.792
H -4.267 -7.689 -2.038
H -5.017 -4.337 -1.387
H -4.766 -5.616 -0.088
H -5.497 -6.018 -1.684
H 0.301 -3.803 -0.918
H -0.372 -4.558 0.601
H -0.426 -2.772 0.402
H -3.906 -3.010 -0.202
H -2.905 -3.700 1.109
H -2.426 -2.121 0.451
H -2.082 -2.051 -1.981
H -0.765 -3.060 -2.569
C -5.847 -0.331 -8.728
C -5.438 0.882 -7.916
O -6.334 1.100 -6.814
C -6.184 0.284 -5.776
O -5.378 -0.592 -5.701
C -7.171 0.646 -4.672
F -8.416 0.782 -5.138
F -6.842 1.804 -4.087
F -7.210 -0.278 -3.717
H -6.882 -0.234 -9.062
H -5.201 -0.447 -9.598
H -5.789 -1.245 -8.136
H -5.494 1.773 -8.538
H -4.410 0.803 -7.559
C 1.357 -2.226 3.263
C 2.579 -2.781 2.558
O 3.532 -1.742 2.276
C 4.248 -1.316 3.313
O 4.154 -1.731 4.428
C 5.234 -0.242 2.873
F 4.653 0.708 2.138
F 6.222 -0.755 2.127
F 5.807 0.373 3.906
H 0.915 -1.417 2.677
H 0.610 -3.005 3.413
H 1.616 -1.808 4.236
H 2.285 -3.203 1.597
H 3.048 -3.583 3.130
C 9.320 -1.056 3.554
C 8.598 -1.354 4.852
O 9.367 -2.236 5.689
C 10.396 -1.680 6.323
O 10.710 -0.532 6.247
C 11.102 -2.713 7.193
F 11.368 -3.837 6.525
F 10.354 -3.054 8.251
F 12.262 -2.264 7.663
H 9.570 -1.986 3.039
H 8.700 -0.444 2.900
H 10.258 -0.528 3.726
H 7.663 -1.870 4.636
H 8.344 -0.442 5.395
C -6.233 5.583 -4.684
C -5.416 6.293 -5.743
O -4.129 5.672 -5.914
C -4.126 4.528 -6.590
O -5.092 4.003 -7.053
C -2.704 3.993 -6.721
F -2.064 3.983 -5.550
F -1.981 4.740 -7.560
F -2.684 2.747 -7.189
H -5.679 5.530 -3.745
H -7.181 6.083 -4.507
H -6.439 4.558 -4.996
H -5.220 7.303 -5.439
H -5.944 6.341 -6.698
C 12.419 -2.222 11.060
C 11.661 -3.528 11.193
O 12.052 -4.240 12.380
C 11.562 -3.769 13.525
O 10.839 -2.825 13.624
C 12.028 -4.627 14.695
F 13.347 -4.840 14.664
F 11.436 -5.826 14.682
F 11.751 -4.065 15.866
H 13.495 -2.403 11.088
H 12.165 -1.725 10.126
H 12.189 -1.544 11.882
H 11.902 -4.178 10.352
H 10.581 -3.373 11.182
C -8.615 13.267 -4.645
C -9.016 11.984 -3.945
O -8.305 10.852 -4.475
C -7.037 10.733 -4.090
O -6.471 11.480 -3.355
C -6.414 9.482 -4.699
F -6.638 9.400 -6.014
F -6.921 8.366 -4.138
F -5.096 9.453 -4.526
H -8.757 13.172 -5.723
H -9.209 14.105 -4.280
H -7.562 13.498 -4.481
H -10.074 11.788 -4.117
H -8.871 12.049 -2.865
*
```

Atomic partial charges in e from the Löwdin method, atoms 1 to 6: number 1, C, carries -0.073; number 2, C, carries -0.300; number 3, C, carries -0.096; number 4, C, carries -0.465; number 5, C, carries -0.040; number 6, C, carries -0.040

(5)
The following is a quantum chemistry calculation of an isolated molecule of C5H11NO6, from the Open Molecules 2025 dataset.

Orbital gap   10.11 eV
SMILES   C[C@@H](OOO[N+](=O)[O-])C(C)(C)O
ΔE to the lowest compared entry with this formula, charge and spin   0.0 kcal per mole
HOMO level   -10.4 eV

Structure (ORCA input):
```
! wB97M-V def2-TZVPD RIJCOSX def2/J DEFGRID3
* xyz 0 1
C -1.748 0.073 -1.281
C -0.672 0.199 -0.236
O -1.115 -0.645 0.804
O -0.078 -0.914 1.884
O -0.160 0.024 2.912
N -1.355 -0.492 3.843
O -1.921 0.474 4.284
O -1.366 -1.676 4.040
C 0.745 -0.064 -0.800
C 0.982 0.216 -2.272
C 1.705 0.773 0.054
O 0.993 -1.456 -0.579
H -1.700 0.928 -1.987
H -1.648 -0.884 -1.813
H -2.751 0.071 -0.856
H -0.707 1.216 0.183
H 0.730 1.233 -2.543
H 2.036 0.104 -2.539
H 0.413 -0.437 -2.930
H 1.661 1.830 -0.271
H 1.368 0.708 1.107
H 2.753 0.427 0.001
H 1.834 -1.709 -1.004
*
```

Atomic partial charges in e from the Löwdin method, atoms 1 to 6: number 1, C, carries -0.026; number 2, C, carries -0.350; number 3, O, carries -0.019; number 4, O, carries -0.050; number 5, O, carries 0.000; number 6, N, carries -0.308